[1]
The following is a quantum chemistry calculation of C28H33BF2N4OS2Si2W as an isolated structure, from OMol25.

```
! wB97M-V def2-TZVPD RIJCOSX def2/J DEFGRID3
* xyz 0 1
W -0.5638 1.0607 0.2697
S 0.6160 -1.0395 -0.4654
S 6.6574 -3.2372 0.4754
Si -2.7482 -0.1041 -0.4055
Si -1.2003 -0.3679 2.3532
F 0.7707 4.0709 0.4384
F -0.1840 3.1723 2.3194
O 6.7611 -5.1602 -1.2510
N 0.1322 1.5546 -1.6223
N 2.3402 -1.1109 -2.4817
N 1.1109 0.8194 -2.2606
N -1.6302 2.7125 -0.3366
C 0.2288 3.0764 -3.5894
C 2.4978 1.0175 1.1087
C -2.5635 -0.7204 -2.1847
C 3.4935 0.0072 0.9804
C -2.1016 0.7226 3.6087
C -4.2770 -3.6772 1.1302
C -3.2273 4.4372 0.1062
C 0.2445 -1.1649 3.2803
C -4.3495 0.8913 -0.4673
C -2.6003 3.2868 0.4446
C -0.3198 2.6436 -2.2666
C -3.0926 -1.6188 0.6705
C 5.4082 -1.9857 0.6653
C 1.4147 -0.3959 -1.8059
C -2.4027 -1.7491 1.8771
C -1.3050 3.3172 -1.5369
C -4.0291 -2.5875 0.3130
C 4.7848 -3.8696 -1.5935
C 4.6331 0.2449 0.2092
C -2.6614 -2.8500 2.6930
C 1.6267 1.8681 1.1758
C 3.3246 -1.2329 1.5990
C -3.5891 -3.8096 2.3262
C -1.9634 4.5169 -1.9250
C 5.5876 -0.7428 0.0576
C 4.2802 -2.2203 1.4441
C 6.0873 -4.2266 -0.9211
C -2.9035 5.0725 -1.1226
B 0.5394 2.9669 1.1844
H 0.7640 -1.8735 2.6320
H -3.5018 -1.1405 -2.5466
H 6.4739 -0.5592 -0.5349
H 0.2275 2.2632 -4.3222
H 1.5151 1.1854 -3.1072
H -1.7961 -1.4895 -2.2562
H 4.7282 -2.8047 -1.7892
H -1.6962 4.9876 -2.8596
H -3.9702 4.8529 0.7704
H -3.7784 -4.6598 2.9696
H -2.2907 0.1004 -2.8502
H -1.5185 1.5964 3.8923
H -5.0031 -4.4241 0.8373
H 2.6709 -1.9546 -2.0460
H 0.9598 -0.4039 3.5952
H -4.6599 1.2466 0.5145
H -2.8154 2.7667 1.3718
H -2.3079 0.1376 4.5069
H -4.5714 -2.4955 -0.6209
H 4.7625 1.2105 -0.2606
H 2.9328 -0.6812 -3.1695
H -3.4012 5.9871 -1.4117
H 4.1547 -3.1791 1.9285
H -3.0596 1.0583 3.2104
H -4.2672 1.7532 -1.1283
H -5.1439 0.2505 -0.8504
H -0.3812 3.8688 -4.0133
H 3.9548 -4.1400 -0.9344
H -2.1315 -2.9638 3.6307
H 4.7117 -4.4371 -2.5171
H -0.0788 -1.7050 4.1698
H 1.2480 3.4653 -3.5021
H 2.4418 -1.4069 2.1969
*
```

Computed properties:
energy relative to the best compared isomer or geometry (same formula, charge and spin): 0.0 kcal/mol
largest force on an atom: 0.73 eV/Å
orbital gap (alpha / beta): 6.15 / 6.05 eV


[2]
The following is a quantum chemistry calculation of C28H33IrN5O5S3 as an isolated structure, from OMol25.

```
! wB97M-V def2-TZVPD RIJCOSX def2/J DEFGRID3
* xyz -1 1
Ir -0.7410 1.6228 0.4102
S 1.1396 1.1110 1.9537
S -2.5956 -1.0257 1.5207
S 2.9901 0.4231 -4.0621
O 2.6189 -1.2554 -3.9754
O 4.4414 0.4076 -3.9931
O -1.3053 -0.5550 0.7655
O 0.8805 0.9561 -1.0416
O -3.3752 -1.8981 0.6104
N 1.1268 -1.3490 0.8216
N -2.3765 1.6763 -0.7976
N 2.4388 0.9199 -2.6310
N -2.4517 2.0895 1.3817
N 3.0172 -0.2693 0.5549
C -0.5166 -3.0610 -3.7051
C 3.9898 0.7951 0.5247
C 0.7090 5.6506 0.4258
C 0.7700 -2.7141 -4.0871
C -1.8185 -2.2294 2.6469
C -5.1030 1.5553 -1.0688
C -2.8954 1.3827 -1.9986
C 0.3162 4.4059 -1.7234
C 0.6134 -0.6989 -2.7554
C 3.2333 -1.5065 -0.1917
C 1.7899 -0.2286 1.0705
C -0.3024 -2.7840 4.4245
C 1.3319 -1.5319 -3.6193
C -0.8375 -1.8486 3.5490
C -1.7424 -4.4650 3.5218
C 1.2990 0.4728 -2.1246
C 1.8715 -2.2211 -0.0823
C -4.6060 1.8262 0.1611
C -0.7450 -4.1032 4.4240
C -4.2433 1.3299 -2.1905
C -1.2516 -2.2336 -2.8638
C 0.7286 4.2692 -0.2383
C -0.6793 -1.0639 -2.3946
C -0.3809 3.4250 0.3166
C -3.1715 1.8908 0.3226
C 2.1351 3.6823 -0.1623
C -2.2812 -3.5370 2.6430
C -0.1771 -5.1143 5.3849
H 4.1874 1.0734 -0.5130
H 1.3658 -2.2958 -1.0446
H 0.3933 3.4408 -2.2242
H -0.4878 -0.8222 3.5663
H -0.7060 4.7778 -1.8278
H 2.4554 3.5882 0.8766
H -2.0988 -5.4901 3.5052
H 0.9919 5.1132 -2.2109
H -2.1940 1.2097 -2.8078
H -2.2540 -2.4968 -2.5511
H 4.9185 0.4736 1.0024
H 0.0863 -6.0417 4.8730
H -5.2309 1.9556 1.0337
H 2.8281 4.3527 -0.6785
H 2.1781 2.7031 -0.6329
H 3.5123 -1.2739 -1.2221
H -0.2707 6.1232 0.3278
H -6.1759 1.4850 -1.2087
H 0.0945 -1.2924 0.8381
H 1.9644 -3.2220 0.3388
H 1.4525 6.3017 -0.0397
H 3.5846 1.6513 1.0558
H 0.7187 -4.7319 5.8746
H 0.9458 5.5738 1.4894
H 4.0436 -2.0827 0.2634
H -1.2319 -0.4504 -1.7006
H 0.4747 -2.4813 5.1187
H -0.9003 -5.3664 6.1641
H -3.0460 -3.8104 1.9266
H -1.2141 4.0532 0.6648
H 1.3599 -3.3424 -4.7416
H -0.9499 -3.9835 -4.0729
H -4.6396 1.1093 -3.1704
*
```

Computed properties:
energy relative to the best compared isomer or geometry (same formula, charge and spin): 16.5 kcal/mol
largest force on an atom: 1.04 eV/Å
orbital gap: 6.53 eV


[3]
The following is a quantum chemistry calculation of a 2-piece molecular cluster, C28H33N2O overall, from OMol25.

```
! wB97M-V def2-TZVPD RIJCOSX def2/J DEFGRID3
* xyz 1 1
O 0.1675 3.9020 5.8838
N -0.8742 3.0815 7.7477
N 2.7511 3.7006 7.0888
C -2.8068 4.0057 6.5076
C -1.4129 1.0748 2.8336
C -2.0784 2.7687 6.9772
C 2.8158 4.4135 5.9181
C 4.7512 -0.9994 2.7399
C -2.6660 0.3896 2.7872
C 3.5005 1.0568 2.8418
C -5.0864 0.4388 2.7448
C 1.0396 1.0598 2.8480
C 0.2857 3.4939 7.0490
C 2.3452 -1.0496 2.7489
C -5.1432 -0.9505 2.7103
C -3.8802 1.1000 2.7833
C 4.7023 0.3882 2.8084
C -0.1896 0.4397 2.7713
C 5.1797 4.2493 5.8902
C -3.9492 -1.6628 2.7150
C 3.5532 -1.7048 2.7204
C 4.0057 4.6991 5.3172
C 1.5354 3.3885 7.6843
C -0.9675 3.1745 9.2152
C -0.6670 1.8612 9.8974
C -6.4584 -1.6519 2.6901
C -2.7379 -1.0148 2.7501
C 2.2833 0.3554 2.8085
C 3.9321 3.2585 7.6497
C 5.1388 3.5135 7.0602
C 6.0624 -1.7068 2.6898
H 3.8817 2.6714 8.5494
H 5.6261 0.9389 2.8530
H -3.1283 4.6170 7.3526
H 3.4837 2.1319 2.8926
H 1.5794 2.9327 8.6523
H -3.6874 3.7629 5.9080
H 3.5816 -2.7809 2.6957
H 6.0501 3.1313 7.4959
H 1.4386 -1.6281 2.7344
H -6.0072 0.9989 2.7460
H -1.9730 3.5264 9.4700
H -2.7284 2.1302 7.5837
H -1.7655 2.1572 6.1224
H 6.6229 -1.4278 1.7955
H 6.1247 4.4611 5.4220
H -6.3298 -2.7351 2.6866
H -3.8540 2.1763 2.8086
H -1.8389 -1.6047 2.7624
H -0.1949 -0.6231 2.6287
H 1.8872 4.7268 5.4809
H -1.3684 1.0885 9.5820
H -2.1460 4.6190 5.8939
H -3.9910 -2.7388 2.6953
H -7.0487 -1.3914 3.5709
H -0.2855 3.9634 9.5493
H -0.7244 1.9448 10.9834
H 0.3323 1.5059 9.6481
H -7.0352 -1.3828 1.8030
H 5.9330 -2.7905 2.6739
H 6.6692 -1.4556 3.5612
H 4.0269 5.2587 4.3973
H -1.4274 2.1459 2.9196
H 1.0686 2.1310 2.9486
*
```

Computed properties:
energy relative to the best compared isomer or geometry (same formula, charge and spin): 33.7 kcal/mol
largest force on an atom: 1.04 eV/Å
orbital gap: 3.72 eV


[4]
The following is a quantum chemistry calculation of one molecule with the formula C28H33N3O3, from OMol25.

```
! wB97M-V def2-TZVPD RIJCOSX def2/J DEFGRID3
* xyz 0 1
O -3.6754 2.8498 -0.0981
O 1.2109 -4.9900 -0.5485
O -1.4456 -1.1283 -0.7601
N -0.4382 -1.9078 1.5216
N -2.9067 2.4022 1.9632
N -2.1046 0.0337 3.2569
C 3.4201 -0.8737 -2.0039
C 1.4074 -0.5590 -3.8493
C -0.2198 -1.6628 2.9183
C 0.6499 -4.1200 -1.1926
C -0.8507 -2.0641 -1.2974
C -3.8380 1.3064 2.1374
C -2.8275 3.0151 0.7571
C 3.3481 0.3115 -2.7193
C 2.3260 0.4513 -3.6514
C 0.7870 3.5483 1.1371
C 1.9817 1.6129 0.3727
C -1.9524 2.4541 3.0416
C 2.4938 -1.8862 -2.1959
C -0.9396 -2.2670 -2.7889
C 0.8562 1.2001 -0.3211
C -3.0500 -0.0061 2.1530
C 4.3271 1.4233 -2.4959
C 1.4675 -1.7426 -3.1178
C 1.9470 2.7931 1.0948
C -1.6296 3.9289 0.5180
C 0.0883 -2.8838 0.8173
C 0.3924 -2.7828 -3.3460
C -1.1742 1.1363 3.1218
C -0.0624 -3.0167 -0.5548
C -0.3519 3.1345 0.4579
C -1.5055 -1.2197 3.6522
C -0.3016 1.9557 -0.2804
C 0.6729 -4.1396 -2.7089
H 0.8808 0.2854 -0.8932
H -1.7306 -2.9978 -2.9841
H -0.5485 1.0502 2.2183
H 2.8238 3.1278 1.6303
H 0.2849 -2.9205 -4.4292
H -1.2449 -1.1371 4.7143
H 4.2119 -1.0157 -1.2814
H -2.2626 -1.9997 3.5503
H -1.5740 4.7071 1.2813
H -2.5720 -0.1154 1.1684
H 0.7702 4.4697 1.7038
H -0.9630 -1.2290 0.9579
H -1.2591 3.2822 2.9188
H -0.0984 -4.8490 -3.0266
H 2.5897 -2.7900 -1.6146
H -1.2359 -1.3228 -3.2486
H 0.5451 -0.8852 3.0374
H -4.5418 1.3216 1.3050
H 0.1541 -2.5789 3.3849
H 4.7218 1.7828 -3.4446
H 1.6324 -4.5468 -3.0344
H 0.6880 -3.6265 1.3346
H -4.3725 1.4371 3.0826
H 2.8810 1.0161 0.3444
H 5.1563 1.0951 -1.8738
H -1.8050 4.4115 -0.4471
H -3.7334 -0.8427 2.3077
H 2.2524 1.3632 -4.2265
H -2.5106 2.5927 3.9750
H -0.5252 1.1558 4.0009
H 3.8328 2.2599 -2.0011
H -1.1778 1.6205 -0.8151
H 0.6274 -0.4290 -4.5864
*
```

Computed properties:
energy relative to the best compared isomer or geometry (same formula, charge and spin): 0.0 kcal/mol
largest force on an atom: 0.63 eV/Å
SMILES string: Cc1ccc(C2CC(=O)C(=CNCCN3CCN(C(=O)Cc4ccccc4)CC3)C(=O)C2)cc1
orbital gap: 8.78 eV